1.
DFT (ωB97M-V/def2-TZVPD) results for C2H2FHgO2 as an isolated structure.

DFT total energy: -13089.5421 eV
Energy relative to the best compared isomer or geometry (same formula, charge and spin): 45.15 kcal per mole
Max |F|: 0.1157 Eh/bohr
Molar mass: 277.6 g mol⁻¹
HOMO-LUMO gap (spin up / spin down): 8.5 / 7.3 eV
E_LUMO (spin up / spin down): 0.0 / -2.2 eV
Highest occupied orbital energy (spin up / spin down): -8.503 / -9.465 eV

The geometry in ORCA input format:
```
! RIJCOSX wB97M-V def2-TZVPD def2/J DEFGRID3
* xyz 0 2
C -0.4749 -0.9762 0.4853
H -1.2217 -1.6970 0.0790
O 0.7769 -1.2823 0.4810
O 0.0112 1.2986 -0.1914
H -1.1824 -0.2420 1.4085
C -0.8295 0.4585 0.1231
F -2.0338 0.4470 -0.6146
Hg 2.0295 0.3111 -0.3502
*
```

Löwdin atomic charges, in units of e: -0.350 0.150 -0.315 -0.137 0.212 -0.515 0.021 0.934


2.
DFT (ωB97M-V/def2-TZVPD) results for a 2-piece molecular cluster, C5H14S overall.

DFT total energy: -16243.9739 eV
Energy relative to the best compared isomer or geometry (same formula, charge and spin): 45.30 kcal per mole
Max |F|: 0.0920 Eh/bohr
Molar mass: 106.2 g mol⁻¹
HOMO-LUMO gap (spin up / spin down): 2.2 / 8.7 eV
E_LUMO (spin up / spin down): 3.5 / 3.6 eV
Highest occupied orbital energy (spin up / spin down): 1.301 / -5.093 eV

The geometry in ORCA input format:
```
! RIJCOSX wB97M-V def2-TZVPD def2/J DEFGRID3
* xyz -1 2
S 0.7168 2.1080 -1.0960
H -1.8163 -1.7864 0.6721
C -2.3618 -3.7994 0.2263
H -2.7536 -4.2759 1.1503
H -3.2688 -3.2421 -0.1553
H -0.4722 -2.7638 -0.0494
C -1.2441 -2.8691 0.6246
H 0.2451 4.1783 0.1167
H 0.1983 -3.9569 1.9046
C -0.3999 -3.0210 1.9498
H -0.8688 -2.8318 2.8863
H 3.1548 2.4655 -1.9613
H -1.1956 3.0006 -0.0668
H 3.0830 1.5067 -0.5859
H 2.7952 3.3536 -0.6935
C 2.6067 2.3117 -1.0315
H 0.3706 -2.3212 1.7784
H 0.1013 3.1067 1.3002
C -0.0931 3.1127 0.1864
H -2.0886 -4.5703 -0.4938
*
```

Löwdin atomic charge list, values in e, 8 entries: 0.535 0.123 -0.194 0.063 0.064 0.034 -0.366 0.002


3.
DFT (ωB97M-V/def2-TZVPD) results for a 12-piece molecular cluster, H24O12 overall.

DFT total energy: -24955.4077 eV
Structure (SMILES): O.O.O.O.O.O.O.O.O.O.O.O
Energy relative to the best compared isomer or geometry (same formula, charge and spin): 144.98 kcal per mole
Max |F|: 0.0439 Eh/bohr
Molar mass: 216.2 g mol⁻¹
HOMO-LUMO gap: 9.0 eV
E_LUMO: 0.1 eV
Highest occupied orbital energy: -8.918 eV

The geometry in ORCA input format:
```
! RIJCOSX wB97M-V def2-TZVPD def2/J DEFGRID3
* xyz 0 1
H -3.1366 -1.6524 4.2817
H 3.8841 0.6695 -2.6144
H -1.1109 -0.2442 -1.9576
H -1.6338 1.1925 -2.7845
H 1.3576 -0.3686 2.9864
H -0.8479 0.2236 -3.6527
H 0.4271 3.3793 2.6789
O -0.1159 2.6746 3.0497
H -3.8488 -1.1137 -2.1457
O 1.0907 -0.0825 2.1055
O 3.6528 -0.1044 -2.0885
H -0.8892 3.5102 0.7806
H -1.0439 0.4502 0.8232
H -0.9151 2.1357 1.4288
O 2.4949 -2.8332 -0.6455
H 2.0856 1.4966 1.0189
H -0.4069 3.0251 3.8991
O -1.1776 -0.4747 1.0589
H 2.8840 0.1785 -1.5806
H -0.9578 -1.6486 -2.5181
O -0.6280 2.5945 0.6313
O 1.4926 -1.2102 -1.8666
H 1.4035 -0.7861 1.5257
O -2.8104 -2.1194 5.0592
H -0.4972 -0.9439 0.5630
H 3.1385 -2.5562 0.0164
H 0.8240 1.5403 0.1724
H 1.3606 -0.3885 -2.3528
O -1.6688 0.7283 -3.6285
H 1.1852 -1.8935 -2.4729
H -2.8415 -0.9446 -3.2712
H -2.4743 -1.4188 5.6295
H 1.9761 -3.5116 -0.1987
O 1.6089 2.0541 0.3937
O -3.2187 -0.4838 -2.5133
O -0.6429 -1.0739 -1.8113
*
```

Löwdin atomic charge list, values in e, 8 entries: 0.033 0.040 0.010 0.056 0.064 0.040 0.057 -0.047


4.
DFT (ωB97M-V/def2-TZVPD) results for a 3-piece molecular cluster, C24H25BINO9 overall.

DFT total energy: -53985.3335 eV
Structure (SMILES): C=C[C@]1(CB(O)O)[C@@H](I)OC(=O)[C@]1(OC#N)[C@@H](C)CC.O=C1C=CC(=O)C=C1.O=C1C=CC(=O)C=C1
Max |F|: 0.0493 Eh/bohr
Molar mass: 609.2 g mol⁻¹
HOMO-LUMO gap: 7.9 eV
E_LUMO: -1.7 eV
Highest occupied orbital energy: -9.570 eV

The geometry in ORCA input format:
```
! RIJCOSX wB97M-V def2-TZVPD def2/J DEFGRID3
* xyz 0 1
C -0.9091 0.7539 -1.0333
C -0.8186 -5.9927 -0.1141
H 2.5207 0.3256 -2.4416
H -1.3558 3.3290 -4.2861
C -0.0399 2.2533 -3.0025
H -4.9825 2.0271 -1.2373
H -0.3017 2.0261 -5.0750
H 4.9529 2.4455 5.5603
C 0.3182 2.6467 -0.6183
H -2.1391 3.3835 -0.5005
H -1.7153 4.0016 -2.0815
C -0.2533 -5.3468 2.2748
H 1.1885 3.5561 2.4228
H 2.6101 -1.3763 -2.8423
H -2.1091 -7.6599 -0.3285
N -4.0622 -0.1984 -0.3131
C 0.2979 -0.2391 -1.1184
H -1.1375 -6.5495 3.7788
C 2.0358 -0.4653 -3.0156
O -2.0064 0.0134 -1.6183
O 3.1496 5.2534 2.5941
H 0.9652 -1.9676 -0.0777
H -2.8975 1.1882 -3.4491
C 0.5733 -0.6878 -2.5778
C 1.9357 2.1476 3.8120
C 3.1133 4.2238 3.2330
C -0.0978 -5.0941 0.8212
H -0.6904 -5.7872 -1.1694
C -0.6131 2.5489 -4.1761
H -0.0825 -0.1674 -3.2722
H -0.5722 -2.2457 -0.8647
H 2.1052 -0.2310 -4.0771
B -3.3536 2.5809 -2.1317
C -3.0938 -0.1346 -0.9337
C 1.9757 3.2772 3.1104
C 3.0295 1.7842 4.7478
O 2.9990 0.7546 5.3862
C -1.5747 -6.9907 0.3336
O -3.4848 1.9419 -3.3501
H 5.0271 4.5642 4.2435
O -1.4699 0.5659 1.3767
C -0.0006 -1.5191 -0.2961
C -0.7253 2.1638 -1.6640
H 0.2804 -4.6765 2.9364
C -1.0092 -6.3447 2.7237
C 4.1681 2.7313 4.8715
I 0.7421 4.7342 -0.4921
C -1.7307 -7.2463 1.7893
H 1.0334 2.0688 -2.9934
O -0.2544 2.2671 0.6310
C 4.2076 3.8605 4.1699
C -0.9743 1.1248 0.4596
H 0.3596 -1.7496 -2.6832
H 1.2037 0.1848 -0.6888
H 1.2987 2.2196 -0.8097
H 1.1139 1.4459 3.7353
C -1.9603 3.0863 -1.5332
O -2.4201 -8.1544 2.1965
O -4.4973 2.8413 -1.4181
H -0.4643 -1.3127 0.6640
O 0.5923 -4.1836 0.4120
*
```

Löwdin atomic charge list, values in e, 8 entries: -0.219 0.022 0.064 0.077 -0.124 0.094 0.075 0.121


5.
DFT (ωB97M-V/def2-TZVPD) results for a 12-piece molecular cluster, C47H109Br4N11O4 overall.

DFT total energy: -355220.2038 eV
Max |F|: 0.1020 Eh/bohr
Molar mass: 1212.1 g mol⁻¹
HOMO-LUMO gap: 6.0 eV
E_LUMO: -7.6 eV
Highest occupied orbital energy: -13.600 eV

The geometry in ORCA input format:
```
! RIJCOSX wB97M-V def2-TZVPD def2/J DEFGRID3
* xyz 4 1
H 7.7573 4.1351 0.9237
C -6.7463 4.5431 1.5627
H -7.1572 -1.9266 0.9935
H 1.2379 -1.3894 -2.0589
H -5.6202 -0.3590 3.0235
H 2.1359 -6.2937 -8.9246
C -5.1380 -2.8806 6.7390
C 0.3635 1.4621 -7.6320
C 0.8306 4.0958 3.5139
H 2.1137 4.0755 -4.4442
O 4.5447 -5.8917 2.1945
H 0.0688 4.6799 2.9977
H 2.0648 -1.3713 0.0679
H 6.2812 4.1890 2.8858
H 0.2194 -4.3649 -6.2326
H 0.4946 -4.6762 -1.0583
C -0.9191 1.2063 1.3189
H -7.7759 0.6231 2.3938
H 8.1589 2.5866 2.5596
H 0.2292 5.6021 5.4628
H -8.7809 -0.2178 1.1449
C -3.3903 -1.7623 4.3522
H 0.8603 -1.3365 1.4512
H 7.4090 3.2385 -0.5700
H 2.0766 -5.4067 -2.8165
C 1.8469 -6.6895 -6.7961
H -5.9322 -0.8032 0.5955
H -2.2427 0.6332 2.6013
C 7.5514 1.8165 2.0842
H 2.8763 4.9425 2.3415
O -1.7645 0.2528 1.8609
H -1.6852 -1.0986 -1.0270
C -5.4441 2.7607 1.7656
H -6.0426 -3.3318 2.8675
H -5.0915 -4.9700 6.4381
C -7.7809 0.1046 1.4351
H 1.1893 -4.0910 0.4382
H 4.5165 -5.5636 3.0963
H -7.4880 5.2869 1.8136
H -2.7621 -2.1933 3.5727
H 1.5253 0.1959 0.9681
H -0.0328 1.3165 1.9437
H 8.1512 1.2890 1.3425
H 0.3268 3.5206 4.2907
H -1.3638 2.2010 1.3483
C -1.3283 0.4532 -6.7130
H -1.2919 1.1200 -0.7082
H -5.7326 -1.1783 5.4945
H -4.9570 1.9609 2.3037
H -4.5022 -2.5017 2.2048
N 6.4238 2.5752 1.3389
H 2.0007 1.6343 -4.9697
O 4.1224 3.1646 -0.8272
C -2.7747 4.0102 0.3671
N 1.8071 5.1835 4.1382
H 3.6908 -4.1118 1.9262
C 3.1578 -3.5931 -5.1764
H 3.4187 2.2886 1.0271
H 5.2055 0.7899 1.4689
C 0.8226 -0.4114 -1.8161
H 0.5688 -1.6473 -5.9787
H 1.0436 -6.7527 -1.0781
C 1.9582 -6.8127 -0.4882
C 3.5919 -5.1418 1.5835
H 1.4648 6.9089 5.2955
H 3.7960 7.4108 2.3041
H 3.3038 3.6583 -0.7398
N -6.4842 3.4529 2.3561
C 1.3029 -0.8082 0.6067
H 1.3780 3.4024 2.8754
C -6.1700 -1.2480 2.7147
N 2.1663 -5.3533 -6.2479
H -4.1412 3.4542 -1.2044
H 0.0381 -0.0639 -2.4884
H 4.6485 -5.9485 -0.2789
C -1.2798 0.4884 -9.2985
C -0.8498 -1.5971 -0.5353
N 1.8557 -3.2127 -5.4036
H 0.5925 3.4782 -3.8774
H 4.7839 3.7452 2.0332
H -0.8545 1.1997 -10.0065
H 0.4211 -6.1155 -8.3682
H -3.3455 -4.4184 4.2261
C -3.8663 3.1760 -0.1870
C -5.2920 -2.5463 2.9547
C -0.4213 0.8995 -0.0905
C -7.0564 3.2460 3.7228
H 1.9711 -1.3125 -4.8327
H 0.5140 4.3559 -5.3444
H 2.4377 2.6238 -6.2465
Br 4.2002 -1.5902 -1.8775
C 1.3540 -6.6695 -8.2646
H -8.1380 3.1245 3.6635
H 0.5264 -1.9533 -4.2301
N -0.7654 0.7565 -7.9457
H 2.6010 -5.4230 1.9402
C 5.6935 3.3592 2.4933
H 1.1129 -7.6614 -8.6469
C 2.9669 -5.4209 -2.1878
N 2.5542 -5.3543 -0.6637
H -3.0529 5.0551 0.2300
C 4.0793 2.1121 0.1783
H -0.5367 0.8257 -4.6307
H 3.7363 -6.1367 -2.4774
C -6.7040 -0.9979 1.3401
C -5.8527 4.6515 0.4548
H -0.6284 -2.4502 -1.1767
N -5.0863 3.4158 0.5486
H -5.9908 -3.0163 7.4041
H 1.9117 -3.4491 -0.9892
H 1.7885 -6.9736 0.5764
Br -3.1145 0.3915 -3.0044
C 3.3310 -4.9051 -5.7272
H -4.9946 -4.5878 4.1938
H 4.1329 -5.6201 -5.8371
C 2.4736 5.7897 2.8967
C -5.7018 -2.2654 5.4208
C 1.1591 3.6765 -4.7872
H -2.5384 3.8184 1.4138
H 0.3716 1.6142 -0.3112
C 2.8708 4.7114 5.1206
C 1.1550 -1.9754 -5.1203
H -5.7355 5.2153 -0.4589
H 2.7004 -7.4853 -0.9180
H 3.5414 4.1330 4.4850
H -3.5446 2.1356 -0.1398
H 5.5900 6.8248 3.1813
C 0.8521 6.1732 4.7745
H -7.0577 -1.3888 3.3314
H 5.4968 2.6004 3.2508
H -0.9345 -0.5360 -9.4384
H 2.4025 4.1054 5.8962
H -6.5227 -2.8711 5.0370
H -6.7001 2.3147 4.1632
H 7.1783 1.1036 2.8195
C 5.4320 1.5834 0.7568
C -4.4256 -4.1289 6.2455
H 5.9521 1.0591 -0.0449
C 6.9731 3.6560 0.3376
H -7.4793 0.8255 0.6751
H -3.5089 -4.4159 6.7607
H -4.3703 -2.1862 7.0803
H 1.6596 6.1456 2.2651
H -2.3451 0.7110 -9.3590
C -0.4868 0.9957 -5.6961
H 3.6865 1.2198 -0.3091
H -1.0977 -1.9157 0.4772
C 1.4233 -4.3409 -0.5966
Br -1.5538 -4.3951 1.8730
H 4.2622 -4.2631 -0.2195
N 0.1824 -0.5267 -0.4047
H 1.5692 0.3728 -1.6905
C 3.9011 -5.2447 0.0873
H -3.5416 -0.6830 4.3343
C 1.5703 2.3868 -5.6305
H 3.3027 -4.4136 -2.4339
Br -2.6452 2.3818 4.4253
N 0.4494 1.7284 -6.3030
H -2.9475 -2.0886 5.2932
H 1.0465 -7.1575 -6.2230
O 4.9124 6.2784 3.5862
H 0.2885 6.6575 3.9771
H -1.7648 3.8582 -0.0138
N -4.6389 -2.6304 4.3496
H 6.1248 4.2806 0.0576
H -6.7453 4.0899 4.3385
H -2.1803 -0.1844 -6.5289
C -4.2270 -4.0524 4.7525
H 3.8101 -2.8682 -4.7123
C 1.2795 -4.2818 -6.0435
C 3.6184 6.8225 3.2043
H 2.6505 -7.4211 -6.7127
H 3.3957 7.5661 3.9695
H 1.0894 1.8056 -8.3541
H 3.3882 5.5521 5.5828
*
```

Löwdin atomic charge list, values in e, 8 entries: 0.105 -0.016 0.116 0.028 0.095 0.085 -0.124 0.004


Number 4 is which compound?
C24H25BINO9


The lowest DFT total energy belongs to which entry?
C47H109Br4N11O4


Which of these has the highest molar mass?
C47H109Br4N11O4